Record 1
The following is a DFT calculation (ωB97M-V/def2-TZVPD) of 14 unconnected molecules or ions with the total composition C28H84O14 in a non-equilibrium geometry.

Properties
HOMO energy in hartree: -0.3471
LUMO in Ha: 0.0139
Kohn-Sham gap in Eh: 0.361
Largest force on an atom in Eh/bohr: 0.0883

ORCA input file:
```
! wB97M-V def2-TZVPD RIJCOSX def2/J DEFGRID3
* xyz 0 1
C -4.805 -0.624 -1.122
C -3.476 0.100 -1.234
O -3.508 1.351 -0.534
H -4.979 -0.890 -0.084
H -4.813 -1.488 -1.776
H -5.579 0.094 -1.494
H -3.270 0.268 -2.319
H -2.699 -0.601 -0.786
H -3.273 1.141 0.425
C 1.980 4.097 2.006
C 0.505 3.812 1.526
O -0.402 3.285 2.502
H 2.508 3.276 2.500
H 1.911 4.878 2.737
H 2.527 4.253 1.067
H 0.530 3.063 0.754
H 0.059 4.640 0.985
H -0.327 3.763 3.369
C -0.820 0.382 4.973
C 0.420 0.043 4.146
O 1.062 1.134 3.467
H -0.648 0.895 5.984
H -1.336 -0.573 5.152
H -1.514 0.958 4.329
H 0.124 -0.652 3.372
H 1.138 -0.487 4.783
H 0.418 1.699 2.985
C -2.459 -2.377 -4.891
C -1.194 -1.635 -5.244
O -1.089 -0.426 -4.422
H -2.778 -2.965 -5.724
H -3.260 -1.663 -4.591
H -2.284 -3.122 -4.079
H -1.304 -1.170 -6.277
H -0.281 -2.221 -5.220
H -0.148 -0.152 -4.430
C -2.957 5.201 -0.047
C -2.264 4.673 -1.283
O -1.560 3.430 -1.188
H -3.249 6.263 -0.060
H -2.287 5.091 0.778
H -3.868 4.659 0.114
H -1.491 5.436 -1.475
H -2.854 4.630 -2.203
H -2.209 2.783 -0.869
C 0.077 -3.984 -2.053
C 1.491 -4.027 -1.467
O 2.106 -2.739 -1.708
H -0.508 -3.190 -1.622
H -0.455 -4.909 -1.868
H 0.231 -3.773 -3.086
H 2.030 -4.885 -1.777
H 1.457 -4.057 -0.394
H 2.206 -2.295 -0.840
C 5.510 2.930 -1.299
C 5.527 2.385 0.108
O 4.979 1.084 0.057
H 6.320 3.605 -1.562
H 4.546 3.430 -1.444
H 5.544 2.201 -2.123
H 4.978 3.071 0.807
H 6.518 2.283 0.473
H 4.447 0.951 0.821
C 5.113 -1.547 2.805
C 3.742 -1.018 3.185
O 3.332 0.087 2.362
H 5.654 -1.913 3.769
H 5.871 -0.829 2.347
H 5.028 -2.383 2.086
H 3.532 -0.808 4.247
H 3.020 -1.777 3.099
H 2.510 0.453 2.839
C 3.065 -0.563 -6.022
C 3.177 -0.702 -4.531
O 1.898 -1.195 -4.179
H 4.026 -0.267 -6.536
H 2.442 0.267 -6.285
H 2.634 -1.555 -6.402
H 3.377 0.271 -4.075
H 3.967 -1.441 -4.237
H 1.885 -1.426 -3.215
C -5.371 1.439 2.393
C -4.132 2.288 2.655
O -2.994 1.596 2.047
H -6.093 1.859 3.132
H -5.151 0.369 2.555
H -5.617 1.544 1.349
H -3.831 2.516 3.651
H -4.208 3.220 2.076
H -2.260 2.164 2.228
C -3.595 -4.349 0.477
C -2.820 -3.545 1.450
O -3.294 -3.714 2.772
H -3.333 -4.120 -0.516
H -4.591 -4.267 0.788
H -3.326 -5.376 0.660
H -2.867 -2.500 1.159
H -1.723 -3.737 1.336
H -3.354 -4.616 2.990
C 0.602 2.801 -3.834
C 1.524 3.500 -2.884
O 1.108 3.488 -1.469
H 0.908 2.996 -4.837
H -0.407 3.169 -3.725
H 0.579 1.712 -3.663
H 1.692 4.567 -3.116
H 2.547 3.118 -3.055
H 0.137 3.373 -1.374
C 0.252 -5.482 4.264
C 0.219 -4.053 3.824
O -0.837 -3.442 4.555
H 0.498 -5.622 5.334
H 1.053 -6.044 3.628
H -0.704 -6.028 4.121
H 0.023 -3.954 2.776
H 1.144 -3.537 4.065
H -1.577 -3.267 3.971
C 0.154 -0.140 -0.980
C 0.305 -0.520 0.537
O 1.397 -1.407 0.647
H -0.044 -0.982 -1.517
H 1.166 0.228 -1.299
H -0.666 0.456 -1.126
H -0.598 -1.071 0.880
H 0.432 0.279 1.241
H 2.175 -0.894 0.951
*
```

Mulliken population analysis, charges in e, atoms 1 to 99:
1. C -1.39
2. C 0.52
3. O -0.57
4. H 0.23
5. H 0.41
6. H 0.32
7. H 0.42
8. H -0.30
9. H 0.29
10. C -1.01
11. C 0.45
12. O -0.45
13. H 0.21
14. H 0.42
15. H 0.26
16. H -0.44
17. H 0.31
18. H 0.21
19. C -0.97
20. C 0.50
21. O -0.59
22. H 0.29
23. H 0.33
24. H 0.03
25. H -0.18
26. H 0.30
27. H 0.05
28. C -0.99
29. C -0.03
30. O -0.41
31. H 0.43
32. H 0.20
33. H 0.10
34. H 0.29
35. H 0.26
36. H 0.07
37. C -1.07
38. C -0.41
39. O 0.21
40. H 0.42
41. H 0.16
42. H 0.21
43. H 0.33
44. H 0.44
45. H 0.01
46. C -0.56
47. C -0.27
48. O -0.45
49. H -0.13
50. H 0.49
51. H 0.23
52. H 0.39
53. H 0.04
54. H 0.25
55. C -0.95
56. C 0.02
57. O -0.46
58. H 0.38
59. H 0.05
60. H 0.25
61. H 0.16
62. H 0.36
63. H 0.22
64. C -1.23
65. C 0.09
66. O -0.26
67. H 0.32
68. H 0.21
69. H 0.30
70. H 0.39
71. H 0.10
72. H 0.23
73. C -1.16
74. C 0.03
75. O -0.10
76. H 0.36
77. H 0.28
78. H 0.23
79. H 0.14
80. H 0.27
81. H 0.08
82. C -1.11
83. C -0.19
84. O -0.27
85. H 0.37
86. H 0.22
87. H 0.26
88. H 0.51
89. H 0.07
90. H -0.09
91. C -1.63
92. C 1.02
93. O -0.54
94. H 0.37
95. H 0.42
96. H 0.50
97. H -0.29
98. H -0.19
99. H 0.31

Record 2
The following is a DFT calculation (ωB97M-V/def2-TZVPD) of 14 unconnected molecules or ions with the total composition C28H84O14 in a non-equilibrium geometry.

Properties
HOMO energy in hartree: -0.3432
LUMO in Ha: 0.0037
Kohn-Sham gap in Eh: 0.347
Largest force on an atom in Eh/bohr: 0.0555

ORCA input file:
```
! wB97M-V def2-TZVPD RIJCOSX def2/J DEFGRID3
* xyz 0 1
C -10.156 12.576 20.082
C -8.931 12.996 20.930
O -8.269 14.053 20.288
H -10.847 12.062 20.750
H -9.910 12.016 19.180
H -10.799 13.423 19.840
H -8.252 12.202 21.238
H -9.375 13.246 21.894
H -7.413 13.940 20.708
C -15.143 13.365 22.890
C -13.937 12.454 23.237
O -13.010 13.169 24.063
H -14.867 14.141 22.175
H -15.795 13.746 23.675
H -15.879 12.764 22.355
H -13.335 12.273 22.347
H -14.257 11.580 23.804
H -13.464 13.313 24.897
C -6.763 10.343 17.566
C -7.818 10.617 16.466
O -9.021 11.108 17.173
H -6.045 9.579 17.268
H -7.172 10.024 18.525
H -6.307 11.324 17.695
H -8.136 9.766 15.864
H -7.476 11.296 15.685
H -9.373 10.419 17.741
C -8.164 9.397 22.583
C -7.238 9.554 21.365
O -6.129 8.642 21.467
H -7.642 9.464 23.538
H -8.704 8.472 22.781
H -8.868 10.229 22.556
H -6.699 10.489 21.519
H -7.771 9.388 20.429
H -5.699 8.768 20.618
C -5.346 12.681 23.887
C -3.838 12.638 23.735
O -3.419 13.845 23.229
H -5.665 11.648 24.021
H -5.819 13.044 22.975
H -5.569 13.360 24.710
H -3.380 11.841 23.149
H -3.454 12.360 24.717
H -2.675 13.763 22.628
C -11.595 14.544 16.996
C -11.944 14.931 15.515
O -10.676 15.166 14.819
H -11.367 15.454 17.552
H -10.760 13.852 17.099
H -12.490 14.120 17.451
H -12.481 15.880 15.517
H -12.577 14.170 15.059
H -10.095 14.403 14.868
C -10.497 6.868 17.964
C -10.411 8.360 17.608
O -10.226 9.307 18.644
H -9.597 6.575 18.504
H -10.745 6.199 17.140
H -11.348 6.745 18.633
H -11.388 8.469 17.138
H -9.743 8.496 16.757
H -11.090 9.627 18.912
C -13.130 16.710 23.087
C -11.689 16.568 23.537
O -11.232 15.364 22.898
H -13.342 16.123 22.193
H -13.419 17.738 22.865
H -13.843 16.337 23.822
H -11.576 16.461 24.616
H -11.261 17.482 23.125
H -11.831 14.653 23.140
C -4.929 14.334 20.159
C -4.753 13.616 18.834
O -3.801 12.534 18.870
H -5.395 13.659 20.876
H -5.621 15.177 20.158
H -3.916 14.521 20.515
H -4.370 14.328 18.104
H -5.729 13.291 18.473
H -3.512 12.460 17.958
C -6.425 15.987 24.228
C -7.473 16.019 23.119
O -8.525 16.997 23.428
H -5.491 15.619 23.802
H -6.778 15.286 24.984
H -6.256 16.948 24.712
H -7.837 15.005 22.954
H -7.012 16.403 22.209
H -9.313 16.451 23.385
C -13.556 10.886 17.685
C -13.536 10.709 19.255
O -12.744 9.587 19.649
H -13.647 11.952 17.477
H -14.352 10.267 17.271
H -12.707 10.460 17.152
H -14.548 10.656 19.657
H -13.025 11.568 19.690
H -12.800 9.537 20.606
C -9.471 17.269 19.119
C -7.986 17.413 19.234
O -7.458 16.209 18.806
H -9.712 17.063 18.076
H -10.131 18.106 19.347
H -9.875 16.400 19.639
H -7.737 17.429 20.295
H -7.636 18.337 18.775
H -8.038 15.505 19.106
C -8.554 12.028 25.723
C -9.557 12.695 24.747
O -10.662 11.841 24.695
H -8.958 12.144 26.729
H -7.638 12.618 25.689
H -8.364 10.975 25.516
H -9.003 12.671 23.809
H -9.914 13.674 25.068
H -11.411 12.275 24.280
C -11.311 7.615 21.673
C -11.527 9.084 22.200
O -12.928 9.326 22.263
H -10.248 7.374 21.635
H -11.653 7.508 20.644
H -11.952 6.871 22.146
H -11.065 9.850 21.576
H -11.099 9.168 23.199
H -13.213 9.198 23.170
*
```

Mulliken population analysis, charges in e, atoms 1 to 99:
1. C -0.14
2. C 1.72
3. O 0.50
4. H -0.24
5. H -0.30
6. H 0.26
7. H -0.25
8. H -1.00
9. H -0.58
10. C -1.32
11. C 0.37
12. O -0.52
13. H 0.24
14. H 0.37
15. H 0.44
16. H -0.08
17. H 0.26
18. H 0.21
19. C 0.39
20. C -0.52
21. O -0.29
22. H 0.44
23. H -0.52
24. H -0.13
25. H 0.30
26. H 0.36
27. H 0.14
28. C -0.86
29. C 0.78
30. O -0.70
31. H 0.41
32. H 0.39
33. H -0.02
34. H 0.02
35. H -0.49
36. H 0.36
37. C -0.07
38. C -0.66
39. O -0.50
40. H 0.25
41. H -0.17
42. H 0.19
43. H 0.39
44. H 0.30
45. H 0.31
46. C -0.37
47. C -0.38
48. O -0.52
49. H 0.10
50. H 0.08
51. H 0.23
52. H 0.31
53. H 0.26
54. H 0.30
55. C -1.31
56. C 0.04
57. O 0.07
58. H 0.32
59. H 0.38
60. H 0.21
61. H 0.19
62. H 0.26
63. H -0.12
64. C -1.17
65. C -0.35
66. O 0.21
67. H 0.19
68. H 0.39
69. H 0.28
70. H 0.39
71. H 0.32
72. H -0.11
73. C -0.02
74. C -0.21
75. O -0.53
76. H -0.63
77. H 0.17
78. H 0.35
79. H 0.43
80. H 0.00
81. H 0.32
82. C -1.18
83. C 1.26
84. O -0.65
85. H 0.16
86. H 0.15
87. H 0.45
88. H -0.51
89. H -0.05
90. H 0.17
91. C -1.08
92. C 0.21
93. O -0.61
94. H 0.30
95. H 0.37
96. H 0.13
97. H 0.46
98. H -0.16
99. H 0.36

Record 3
The following is a DFT calculation (ωB97M-V/def2-TZVPD) of a molecular structure, C28H85AsF6N7O11 in a non-equilibrium geometry.

Properties
HOMO energy (spin up / spin down) in hartree: 0.0684 / -0.1080
LUMO (spin up / spin down) in Ha: 0.1433 / 0.1424
Kohn-Sham gap (spin up / spin down) in Eh: 0.075 / 0.250
Largest force on an atom in Eh/bohr: 0.0721
<S²>: 0.752

ORCA input file:
```
! wB97M-V def2-TZVPD RIJCOSX def2/J DEFGRID3
* xyz -2 2
As -0.261 -0.045 0.646
F 1.096 0.274 -0.486
F 0.648 -1.470 1.309
F -1.613 -0.440 1.792
F -1.298 1.288 0.045
F -0.959 -1.052 -0.605
F 0.485 1.107 1.757
O 3.119 1.459 2.345
H 3.652 0.792 1.912
H 2.292 1.455 1.862
O 2.171 2.993 -1.913
H 2.643 2.179 -2.089
H 2.648 3.394 -1.186
O -0.415 3.326 -1.410
H -0.759 2.485 -1.110
H 0.485 3.136 -1.676
O -2.672 0.363 4.340
H -2.398 -0.009 3.502
H -3.304 -0.266 4.688
C -1.340 -4.482 0.311
C -1.798 -4.642 1.734
C -0.692 -5.029 2.646
O -1.122 -5.063 4.018
C -0.122 -5.479 4.942
N -2.563 -3.420 2.066
H -2.127 -4.380 -0.437
H -0.756 -5.300 -0.109
H -0.835 -3.542 0.091
H -2.545 -5.435 1.783
H 0.023 -4.206 2.631
H -0.219 -5.985 2.419
H 0.081 -6.548 4.872
H -0.502 -5.291 5.947
H 0.802 -4.919 4.804
H -1.909 -2.664 1.927
H -2.716 -3.389 3.064
C 1.897 -2.735 -1.670
C 1.166 -2.414 -2.965
C -0.078 -3.235 -3.295
O 0.184 -4.667 -3.523
C -1.017 -5.362 -3.961
N 0.643 -1.028 -2.729
H 2.837 -2.182 -1.667
H 2.048 -3.808 -1.552
H 1.292 -2.394 -0.830
H 1.892 -2.465 -3.776
H -0.504 -2.832 -4.214
H -0.905 -3.042 -2.612
H -0.889 -6.438 -4.077
H -1.268 -4.939 -4.934
H -1.841 -5.170 -3.274
H -0.047 -0.956 -1.995
H 1.359 -0.340 -2.545
C -4.260 -0.064 -0.168
C -3.733 0.098 -1.610
C -3.957 -1.188 -2.403
O -3.450 -0.877 -3.720
C -3.481 -1.940 -4.579
N -4.467 1.209 -2.258
H -4.055 0.769 0.505
H -3.729 -0.909 0.270
H -5.341 -0.208 -0.167
H -2.661 0.299 -1.585
H -5.015 -1.448 -2.396
H -3.340 -1.945 -1.919
H -3.019 -2.840 -4.173
H -2.915 -1.596 -5.444
H -4.488 -2.231 -4.877
H -5.437 0.969 -2.110
H -4.344 1.261 -3.259
C -0.832 3.232 3.938
C -0.834 4.291 2.860
C -0.266 5.641 3.334
O -0.567 6.658 2.308
C 0.065 7.892 2.599
N -0.012 3.858 1.691
H -1.651 3.551 4.583
H 0.058 3.108 4.554
H -1.216 2.297 3.531
H -1.887 4.432 2.618
H 0.797 5.448 3.479
H -0.662 6.040 4.268
H -0.024 8.570 1.750
H 1.131 7.761 2.783
H -0.430 8.309 3.476
H 0.045 2.858 1.820
H 0.910 4.220 1.887
C -4.218 2.543 2.360
C -4.995 3.318 1.256
C -6.473 3.485 1.700
O -6.587 4.288 2.884
C -7.903 4.247 3.465
N -4.434 4.627 1.018
H -3.206 2.245 2.086
H -4.736 1.682 2.783
H -4.079 3.171 3.240
H -4.974 2.729 0.338
H -6.907 2.498 1.859
H -6.839 3.980 0.800
H -8.109 5.061 4.161
H -8.034 3.280 3.951
H -8.765 4.344 2.805
H -4.367 5.189 1.854
H -5.218 5.007 0.506
C 5.637 1.607 -2.572
C 4.484 1.095 -3.389
C 4.836 -0.153 -4.269
O 3.721 -0.693 -4.972
C 3.884 -2.002 -5.434
N 3.447 0.629 -2.437
H 6.378 1.945 -3.296
H 5.973 0.836 -1.879
H 5.313 2.463 -1.979
H 4.042 1.800 -4.093
H 5.335 -0.825 -3.571
H 5.570 0.211 -4.988
H 4.638 -2.113 -6.213
H 3.007 -2.441 -5.909
H 4.199 -2.591 -4.572
H 2.652 0.173 -2.862
H 3.670 0.081 -1.619
C 7.143 -0.258 0.846
C 6.806 -1.680 0.414
C 5.500 -1.903 -0.359
O 4.308 -1.312 0.216
C 3.910 -1.903 1.461
N 7.987 -2.130 -0.301
H 7.498 0.473 0.119
H 7.928 -0.322 1.599
H 6.282 0.172 1.357
H 6.650 -2.266 1.320
H 5.303 -2.955 -0.566
H 5.596 -1.345 -1.291
H 4.774 -2.367 1.936
H 3.131 -2.641 1.266
H 3.541 -1.114 2.116
H 7.932 -1.750 -1.235
H 7.845 -3.130 -0.307
*
```

Mulliken population analysis, charges in e, atoms 1 to 99:
1. As 2.06
2. F -0.60
3. F -0.61
4. F -0.21
5. F -0.34
6. F -0.76
7. F -0.60
8. O -0.70
9. H 0.20
10. H 0.32
11. O -0.81
12. H 0.28
13. H 0.25
14. O -0.77
15. H 0.16
16. H 0.52
17. O -0.58
18. H 0.20
19. H 0.30
20. C -1.20
21. C 0.70
22. C -0.47
23. O -0.29
24. C -0.78
25. N -0.64
26. H 0.33
27. H 0.56
28. H -0.14
29. H 0.17
30. H 0.02
31. H 0.44
32. H 0.28
33. H 0.25
34. H 0.29
35. H -0.02
36. H 0.32
37. C -0.02
38. C 1.41
39. C -0.47
40. O -0.42
41. C -0.67
42. N -0.61
43. H -0.41
44. H 0.55
45. H -0.15
46. H -0.43
47. H 0.34
48. H -0.23
49. H 0.29
50. H 0.28
51. H 0.20
52. H 0.12
53. H 0.15
54. C -0.75
55. C 1.93
56. C -0.74
57. O -0.30
58. C -0.71
59. N -0.73
60. H -0.50
61. H 0.04
62. H 0.67
63. H -0.73
64. H 0.45
65. H -0.04
66. H 0.16
67. H 0.28
68. H 0.33
69. H 0.31
70. H 0.30
71. C -1.57
72. C 1.72
73. C -1.18
74. O -0.24
75. C -0.81
76. N -0.35
77. H 0.45
78. H 0.40
79. H 0.15
80. H -0.55
81. H 0.41
82. H 0.43
83. H 0.23
84. H 0.31
85. H 0.30
86. H 0.03
87. H 0.34
88. C -1.52
89. C 0.94
90. C -1.06
91. O -0.27
92. C -0.85
93. N -0.62
94. H -0.21
95. H 0.54
96. H 0.69
97. H 0.10
98. H 0.40
99. H 0.39

The lowest largest force on an atom belongs to which entry? number 2

largest force on an atom of number 2 (C28H84O14)? 0.0555 Eh/bohr